{"formula": "C3H14N2O2", "method": "the ωB97M-V functional and the def2-TZVPD basis", "symbols": ["N", "C", "C", "C", "N", "H", "H", "H", "H", "H", "H", "H", "H", "H", "H", "H", "H", "O", "H", "H", "O"], "positions_angstrom": [[-0.6196, -0.0141, 0.2260], [0.1267, -1.1723, 0.7138], [-0.8576, -2.3217, 1.0116], [1.2029, -1.6583, -0.2741], [1.9280, -0.5726, -0.9028], [-0.8876, -0.2269, -0.7344], [0.0243, 0.7654, 0.1327], [0.5502, -0.9176, 1.6909], [-0.6603, -3.1969, 0.3765], [-0.8383, -2.6591, 2.0488], [-1.8799, -2.0111, 0.8099], [0.6203, -2.2340, -1.0242], [1.8464, -2.4005, 0.1941], [1.4968, -0.2790, -1.7693], [2.8746, -0.8003, -1.1756], [-5.9787, 2.5569, -0.0068], [-6.7227, 1.2738, 0.1343], [-5.9046, 1.6958, 0.4204], [5.2989, 4.6143, -0.4068], [4.0393, 4.9344, -1.1626], [4.3411, 4.6240, -0.3023]], "atomic_forces_ev_per_a": [[0.274, -0.028, -0.316], [-0.271, -0.444, 0.705], [-0.035, -0.374, -0.275], [-1.033, -0.419, -0.530], [0.579, 0.376, -0.171], [-0.305, 0.090, 0.081], [0.041, 0.039, 0.081], [0.311, 0.353, -0.319], [-0.007, 0.115, 0.156], [0.146, 0.071, -0.031], [-0.056, 0.129, -0.041], [0.287, 0.106, 0.055], [0.291, 0.191, 0.127], [-0.250, 0.023, 0.154], [0.036, -0.233, 0.327], [0.266, 0.060, 0.127], [0.085, -0.232, 0.156], [-0.362, 0.172, -0.284], [-0.016, -0.060, 0.178], [-0.173, -0.015, 0.067], [0.193, 0.079, -0.245]], "lowdin_charge": [0.021, -0.461, -0.075, -0.276, -0.012, 0.070, 0.060, 0.128, 0.065, 0.068, 0.068, 0.106, 0.114, 0.063, 0.062, 0.031, 0.030, -0.062, 0.031, 0.030, -0.062], "total_charge": 0, "e_above_lowest_ev": 0.995, "smiles": "C[C@H](N)CN.O.O"}